(1)
# C22H35IrNO3P2S

C22H35IrNO3P2S as an isolated structure (wB97M-V/def2-TZVPD, OMol25).

Results
Energy above the lowest of the compared OMol25 structures with the same formula, charge and spin   36.25 kcal per mole
Total charge   +2
Orbital gap (spin up / spin down)   5.438 / 5.814 eV
2S+1   6

Geometry as XYZ:
```
65
C22H35IrNO3P2S, DFT wB97M-V/def2-TZVPD
P -2.4080 1.0370 2.2133
P -0.8316 -0.5261 -2.9711
C -2.5561 1.0023 -1.8235
C -2.6111 -0.2640 -2.6771
H -2.1848 1.9775 -2.1805
H -3.4838 1.1338 -1.1645
H -3.0779 -1.0960 -2.1097
H -3.1727 -0.0930 -3.6053
C -0.2829 0.9321 -3.8455
H -0.3292 0.6636 -4.9104
H 0.7485 1.1666 -3.5663
H -0.9433 1.7862 -3.6579
C -0.5941 -2.0032 -3.9954
H -1.0729 -1.8082 -4.9751
H -1.0522 -2.8926 -3.5362
H 0.4874 -2.1603 -4.1414
C -2.4060 2.7226 2.9869
H -1.7354 2.6770 3.8680
H -3.3957 3.0778 3.3237
H -1.9860 3.4722 2.2884
C -3.3918 -0.2216 3.1356
H -2.7794 -1.1307 3.1198
H -4.3551 -0.4330 2.6492
H -3.5683 0.0775 4.1773
Ir -2.1235 0.6814 0.0627
C -5.3466 1.0699 -1.9595
C -4.7282 2.1307 -2.5271
C -4.8990 3.5527 -2.0369
C -5.1988 3.6365 -0.5367
C -4.3482 2.6926 0.2936
C -4.8636 1.5539 0.8112
C -6.1883 0.9622 0.3850
C -6.5608 1.0975 -1.1112
C -0.7239 0.5376 2.7147
H -4.9749 0.0650 -2.1398
H -4.1596 2.0343 -3.4687
H -5.6581 4.0839 -2.6445
H -3.9510 4.0788 -2.2140
H -5.0697 4.6682 -0.1824
H -6.2633 3.4359 -0.3730
H -3.3368 3.0270 0.5555
H -4.6470 1.3363 1.8883
H -6.9830 1.3806 1.0223
H -6.1519 -0.1047 0.6316
H -7.1825 0.2444 -1.3895
H -7.1854 1.9724 -1.2764
H -0.7438 -0.5490 2.6710
H -0.3438 0.9322 3.6629
H -0.1621 0.9427 1.8684
O 0.6756 1.8134 -0.7563
C 0.8137 0.6272 -1.0218
N -0.3461 -0.2391 -1.0777
S 0.1949 -1.8402 -0.4469
O 0.0553 -1.7689 0.9869
O -0.4730 -2.8928 -1.1667
C 1.8920 -1.5043 -0.9438
C 2.9629 -2.3992 -1.0354
C 4.2525 -1.9178 -1.3309
C 4.4690 -0.5319 -1.5438
C 3.3784 0.3599 -1.4585
C 2.0756 -0.1430 -1.1867
H 2.7844 -3.4536 -0.8249
H 5.1120 -2.6008 -1.3595
H 5.4962 -0.1676 -1.7620
H 3.5055 1.4401 -1.6175
```

(2)
# CH8N3O

A 2-piece molecular cluster, CH8N3O overall (wB97M-V/def2-TZVPD, OMol25).

Results
Energy above the lowest of the compared OMol25 structures with the same formula, charge and spin   8.87 kcal per mole
Total charge   +1
Orbital gap   12.317 eV

Geometry as XYZ:
```
13
CH8N3O, DFT wB97M-V/def2-TZVPD
N 1.0362 0.3920 0.0915
C 0.4383 -0.7670 0.0065
N -0.8445 -0.8666 0.3747
N 1.0630 -1.8337 -0.4741
H 2.0307 0.5225 0.0868
H 0.4964 1.2271 0.2711
H -1.2940 -1.7781 0.3707
H -1.5204 -0.1558 0.1560
H 1.9999 -1.7465 -0.8402
H 0.7379 -2.7815 -0.3474
H -1.9800 2.5402 0.6471
H -0.9711 2.9572 -0.5076
O -1.1925 2.2900 0.1648
```

(3)
# C10H16CuP2Se3Te

C10H16CuP2Se3Te as an isolated structure (wB97M-V/def2-TZVPD, OMol25).

Results
Orbital gap (spin up / spin down)   6.831 / 4.925 eV
2S+1   2

Geometry as XYZ:
```
33
C10H16CuP2Se3Te, DFT wB97M-V/def2-TZVPD
Cu 0.2798 2.0012 0.6992
Se 2.7223 2.4717 0.8445
Se 2.8899 4.3939 1.9934
Te 0.5827 5.4366 2.3788
Se -1.0812 3.8582 1.5705
C -1.6031 -1.1720 2.2922
P -0.2732 -0.1317 1.5494
C 1.0981 -0.4333 2.7229
C 0.2205 -1.1538 0.1157
C 0.6679 -2.4600 0.2707
C 1.1318 -3.1765 -0.8177
C 1.1545 -2.5880 -2.0713
C 0.6826 -1.2997 -2.2432
C 0.1865 -0.5788 -1.1617
P -0.3874 1.1442 -1.3068
C -0.3376 1.4742 -3.1133
C -2.1978 1.0204 -1.0401
H -1.2581 -2.1833 2.5061
H -2.4506 -1.2136 1.6087
H -1.9230 -0.6919 3.2166
H 1.3101 -1.4895 2.8833
H 0.8270 0.0349 3.6707
H 1.9903 0.0652 2.3390
H 0.6697 -2.9267 1.2453
H 1.4848 -4.1886 -0.6884
H 1.5484 -3.1343 -2.9164
H 0.7173 -0.8646 -3.2304
H -0.9031 0.7385 -3.6854
H 0.7004 1.5002 -3.4442
H -0.7707 2.4635 -3.2625
H -2.6543 0.1960 -1.5896
H -2.6287 1.9695 -1.3647
H -2.3955 0.9180 0.0288
```

(4)
# C4H7N6

An isolated ion of composition C4H7N6 and charge +1 (wB97M-V/def2-TZVPD, OMol25).

Results
Energy above the lowest of the compared OMol25 structures with the same formula, charge and spin   128.37 kcal per mole
Total charge   +1
Orbital gap   7.899 eV
SMILES   [NH3+]N1C=NN2N=NCC=C12

Geometry as XYZ:
```
17
C4H7N6, DFT wB97M-V/def2-TZVPD
N 0.2184 0.1463 2.3596
N 0.4622 -0.7179 1.0381
C -0.1711 -2.0467 0.8957
N -0.8130 -2.0820 -0.2055
N -0.5591 -1.0081 -0.9594
N -1.3186 -0.5276 -1.9483
N -0.9969 0.5217 -2.4373
C 0.1227 1.2782 -2.0766
C 0.4511 1.0967 -0.5938
C 0.1879 -0.1067 -0.1780
H 1.0579 0.1078 2.7994
H -0.6157 0.0016 2.9295
H 0.1517 1.1373 1.9254
H 0.0887 -2.9431 1.2990
H -0.0462 2.3885 -2.3442
H 0.9588 0.9365 -2.5595
H 0.8211 1.8175 0.0559
```